DFT (ωB97M-V/def2-TZVPD) results for a cluster of 12 separate species, C40H88N8O12 in total at a distorted geometry.

Last columns: bonded neighbours and bond lengths (Å).
Cartesian coordinates (Å):
1 C 5.1091 2.0617 -0.6285  H28 1.101, N67 1.371, O126 1.235
2 C -2.0536 4.6177 -2.4220  N56 1.448, H62 1.090, H64 1.090, H94 1.090
3 C 1.8345 2.6736 -6.6945  H25 1.101, N46 1.387, O52 1.230
4 H -1.3031 1.0540 7.1613  C138 1.090
5 H -4.6780 -2.2705 1.1909  C116 1.090
6 H 4.6469 -0.5260 -0.1561  C104 1.090
7 H -0.2143 3.5516 6.9340  C32 1.090
8 C -2.6523 -4.5738 0.7351  H13 1.090, H16 1.090, N37 1.392, H101 1.090
9 H 6.4087 -0.9744 -0.2674  C104 1.090
10 H -3.6060 -1.1822 -4.8847  C112 1.090
11 O -2.4381 -1.4913 -3.2001  C14 1.422, C112 1.455
12 H 1.1376 -1.0753 1.0669  C117 1.090
13 H -2.7145 -5.6541 0.6047  C8 1.090
14 C -1.6059 -2.6435 -3.2359  O11 1.422, H88 1.090, C96 1.557, H120 1.090
15 O -0.4171 1.4272 -0.4310  C87 1.428, C137 1.426
16 H -2.3674 -4.2604 -0.2692  C8 1.090
17 C -6.6306 -2.1953 -0.2205  O68 1.310, N100 1.368, H102 1.101
18 H 4.0277 -3.7008 0.1147  C125 1.090
19 H 2.8614 -1.5526 -3.0205  C50 1.090
20 C 0.9634 1.9591 -4.4958  H30 1.090, H45 1.090, N46 1.399, H141 1.090
21 H 7.8390 1.2145 0.5614  C70 1.090
22 N 4.1266 -2.5944 1.9901  C72 1.316, C107 1.485, C125 1.520
23 H 8.0802 0.6409 -1.0611  C70 1.090
24 H -0.5179 7.1926 -0.8817  C93 1.101
25 H 2.4056 2.2067 -7.5118  C3 1.101
26 H 2.5327 0.1301 -4.8058  C65 1.090
27 C 0.1364 -0.4854 5.1512  C77 1.509, H109 1.090, H127 1.090, C147 1.545
28 H 5.5359 3.0112 -0.9870  C1 1.101
29 O -5.8501 4.6082 2.9413  C90 1.196
30 H -0.0417 1.5375 -4.5047  C20 1.090
31 H 4.1118 -1.1754 3.5726  C107 1.090
32 C 0.6313 3.7213 6.2675  H7 1.090, H110 1.090, H145 1.090, N148 1.424
33 O 0.1200 -3.9209 0.2608  C73 1.250
34 H 4.1773 -5.2396 -3.9464  C143 1.090
35 H -2.5449 0.2141 -4.3934  C112 1.090
36 O -2.2007 7.4904 -1.9931  C93 1.177
37 N -1.6631 -4.1941 1.6375  C8 1.392, C73 1.379, C132 1.476
38 H -6.2465 -0.5432 -2.2475  C55 1.090
39 H 2.4290 -3.3834 0.8380  C125 1.090
40 H -6.6826 2.2096 2.5039  C61 1.090
41 H 0.2154 -3.6714 2.3494  C73 1.101
42 H -0.2723 -1.0011 7.2467  C147 1.090
43 O -1.7350 0.7654 5.0558  C77 1.399, C138 1.427
44 H 4.2489 -2.3786 -4.9713  C133 1.090
45 H 1.3190 1.4706 -3.5886  C20 1.090
46 N 1.7207 1.7611 -5.6558  C3 1.387, C20 1.399, C65 1.444
47 H -4.0044 -0.7108 0.6523  C116 1.090
48 H 3.4997 -0.5699 1.9969  C107 1.090
49 H 3.2860 -2.1366 0.0389  C125 1.090
50 C 3.3925 -2.4883 -2.8461  H19 1.090, C63 1.563, H92 1.090, C133 1.524
51 H 5.2696 -2.9707 -3.8551  C133 1.090
52 O 1.3065 3.7839 -6.7301  C3 1.230
53 H -1.8566 -2.2154 -6.0835  C91 1.090
54 C -3.3237 2.4214 1.6158  H59 1.090, H80 1.090, N99 1.504, H121 1.090
55 C -5.3222 -0.6867 -1.6878  H38 1.090, H58 1.090, H79 1.090, N100 1.443
56 N -1.2752 5.5064 -1.5847  C2 1.448, C93 1.334, C142 1.410
57 H 1.3207 -3.1986 -2.3128  C63 1.090
58 H -5.0175 0.3131 -1.3782  C55 1.090
59 H -3.0966 1.5351 2.2083  C54 1.090
60 H 0.1936 4.1429 -1.3627  C142 1.090
61 C -5.7699 1.9042 1.9923  H40 1.090, H66 1.090, H86 1.090, N99 1.471
62 H -2.6065 3.8509 -1.8794  C2 1.090
63 C 2.2904 -3.5765 -2.6370  C50 1.563, H57 1.090, H71 1.090, O82 1.422
64 H -1.4148 4.0408 -3.0908  C2 1.090
65 C 2.2049 0.4094 -5.8071  H26 1.090, N46 1.444, H122 1.090, H124 1.090
66 H -5.9405 1.5676 0.9697  C61 1.090
67 N 6.0255 1.0821 -0.3464  C1 1.371, C70 1.476, C104 1.452
68 O -6.8890 -2.9640 0.8086  C17 1.310
69 H -3.4258 -2.1396 -0.1321  C116 1.090
70 C 7.4771 1.3223 -0.4610  H21 1.090, H23 1.090, N67 1.476, H119 1.090
71 H 2.4930 -4.3500 -1.8963  C63 1.090
72 C 4.9446 -3.3735 2.6650  N22 1.316, O81 1.211, H139 1.101
73 C -0.3224 -3.9477 1.4293  O33 1.250, N37 1.379, H41 1.101
74 H -1.7527 3.6354 5.4332  C115 1.101
75 H -2.0330 0.3209 -1.1296  C87 1.090
76 H 0.4071 5.3702 -0.1446  C142 1.090
77 C -0.9061 0.0382 4.1943  C27 1.509, O43 1.399, H83 1.090, H89 1.090
78 H -1.4000 -4.0347 3.7937  C132 1.090
79 H -4.5679 -1.1366 -2.3333  C55 1.090
80 H -3.2457 2.1817 0.5553  C54 1.090
81 O 5.1983 -4.4920 2.2759  C72 1.211
82 O 2.3484 -4.2883 -3.8668  C63 1.422, C143 1.424
83 H -0.4222 0.7216 3.4965  C77 1.090
84 H -0.0530 -3.0309 -4.7918  C96 1.090
85 H 0.3999 -1.4958 -1.1288  C146 1.090
86 H -5.4543 0.9338 2.3755  C61 1.090
87 C -0.9434 0.3171 -1.1581  O15 1.428, H75 1.090, H98 1.090, C146 1.586
88 H -1.1769 -3.0603 -2.3247  C14 1.090
89 H -1.4707 -0.7146 3.6442  C77 1.090
90 C -4.8200 4.1472 2.5460  O29 1.196, N99 1.353, H129 1.101
91 C -1.5214 -1.4923 -5.3399  H53 1.090, C96 1.479, C112 1.530, H131 1.090
92 H 4.0760 -2.3875 -2.0030  C50 1.090
93 C -1.3689 6.8335 -1.4810  H24 1.101, O36 1.177, N56 1.334
94 H -2.7259 5.2597 -2.9912  C2 1.090
95 H 0.8918 3.1969 3.0188  C136 1.090
96 C -0.6493 -2.2132 -4.3870  C14 1.557, H84 1.090, C91 1.479, H118 1.090
97 H 1.0947 1.5833 1.0907  C137 1.090
98 H -0.6339 0.3704 -2.2019  C87 1.090
99 N -4.6742 2.8807 2.0937  C54 1.504, C61 1.471, C90 1.353
100 N -5.4636 -1.5633 -0.5508  C17 1.368, C55 1.443, C116 1.459
101 H -3.6348 -4.2405 1.0693  C8 1.090
102 H -7.4128 -1.9350 -0.9504  C17 1.101
103 H 5.8499 -0.3440 1.1653  C104 1.090
104 C 5.6730 -0.2557 0.0934  H6 1.090, H9 1.090, N67 1.452, H103 1.090
105 H -1.3697 -1.6905 6.0164  C147 1.090
106 H -0.8122 4.1321 -0.0782  C142 1.090
107 C 3.5368 -1.4192 2.6792  N22 1.485, H31 1.090, H48 1.090, H128 1.090
108 H -2.6154 -3.0030 3.0702  C132 1.090
109 H 0.6241 -1.4023 4.8204  C27 1.090
110 H 1.3883 2.9778 6.5172  C32 1.090
111 H 2.1002 2.6375 4.1027  C136 1.090
112 C -2.6364 -0.8669 -4.4994  H10 1.090, O11 1.455, H35 1.090, C91 1.530
113 H 1.5361 0.7735 -0.4905  C137 1.090
114 H -1.1850 -1.6302 -0.4017  C146 1.090
115 C -1.0264 3.6624 4.6062  H74 1.101, O140 1.177, N148 1.322
116 C -4.3115 -1.7067 0.3330  H5 1.090, H47 1.090, H69 1.090, N100 1.459
117 C 0.3529 -0.4001 0.7255  H12 1.090, H130 1.090, C137 1.522, C146 1.504
118 H 0.1331 -1.5282 -4.0604  C96 1.090
119 H 7.6740 2.3559 -0.7460  C70 1.090
120 H -2.2904 -3.4444 -3.5154  C14 1.090
121 H -2.5937 3.2252 1.7105  C54 1.090
122 H 2.9593 0.4225 -6.5938  C65 1.090
123 H -2.8074 0.1382 6.6621  C138 1.090
124 H 1.5301 -0.4034 -6.0758  C65 1.090
125 C 3.4368 -2.9931 0.6961  H18 1.090, N22 1.520, H39 1.090, H49 1.090
126 O 3.8989 1.9073 -0.4350  C1 1.235
127 H 0.9054 0.2421 5.4111  C27 1.090
128 H 2.5257 -1.7475 2.9203  C107 1.090
129 H -3.8526 4.6721 2.5761  C90 1.101
130 H -0.3361 -0.3571 1.5690  C117 1.090
131 H -0.9671 -0.7215 -5.8753  C91 1.090
132 C -2.1595 -3.9914 3.0130  N37 1.476, H78 1.090, H108 1.090, H135 1.090
133 C 4.1974 -2.9609 -4.0514  H44 1.090, C50 1.524, H51 1.090, C143 1.554
134 H 3.5511 -4.5525 -5.4596  C143 1.090
135 H -2.9559 -4.6875 3.2763  C132 1.090
136 C 1.3363 3.4070 3.9916  H95 1.090, H111 1.090, H144 1.090, N148 1.433
137 C 0.7587 0.9852 0.2436  O15 1.426, H97 1.090, H113 1.090, C117 1.522
138 C -1.7727 0.3931 6.4328  H4 1.090, O43 1.427, H123 1.090, C147 1.533
139 H 5.3750 -2.9453 3.5835  C72 1.101
140 O -1.4075 3.7484 3.4955  C115 1.177
141 H 0.7994 2.9935 -4.1936  C20 1.090
142 C -0.3466 4.8591 -0.7437  N56 1.410, H60 1.090, H76 1.090, H106 1.090
143 C 3.6698 -4.3827 -4.3895  H34 1.090, O82 1.424, C133 1.554, H134 1.090
144 H 1.8747 4.3533 3.9389  C136 1.090
145 H 0.9407 4.7570 6.4085  C32 1.090
146 C -0.3163 -0.9779 -0.4909  H85 1.090, C87 1.586, H114 1.090, C117 1.504
147 C -0.8184 -0.8021 6.3245  C27 1.545, H42 1.090, H105 1.090, C138 1.533
148 N 0.2454 3.4817 4.9179  C32 1.424, C115 1.322, C136 1.433

Multiplicity   1
LUMO level   0.1 eV
Structure (SMILES)   CN(C)C=O.CN(C)C=O.CN(C)C=O.CN(C)C=O.CN(C)C=O.CN(C)C=O.CN(C)C=O.CN(C)C=O.C1CCOC1.C1CCOC1.C1CCOC1.C1CCOC1
Energy above the lowest of the compared OMol25 structures with the same formula, charge and spin   152.23 kcal/mol